This record from the OMol25 dataset describes 2 unconnected molecules or ions with the total composition C6H11NO in a non-equilibrium geometry. The level of theory is ωB97M-V with the def2-TZVPD basis set.

Computed properties:
**Orbital gap**: 9.0 eV
**Energy above the lowest of the compared OMol25 structures with the same formula, charge and spin**: 3.343 eV
**Structure (SMILES)**: C=CC(C)=O.[H]/N=C\C
**Strongest force on any atom**: 3.28 eV Å⁻¹
**Electronic energy**: -365.10861 Eh
**Charge**: 0

Element x y z (Å)
O1 1.29744 1.05414 1.71582
N1 -2.58877 0.34192 -0.91767
C1 -1.79415 -0.27028 -0.16055
C2 1.35234 1.08132 0.50444
C3 -1.71081 -1.59418 0.43329
C4 1.39429 2.36905 -0.28108
C5 1.22014 -1.39116 0.26288
C6 1.17247 -0.14933 -0.31313
H1 -2.36024 -2.34138 -0.01589
H2 1.43966 -1.44297 1.32166
H3 1.43010 3.21904 0.39285
H4 -0.70807 0.17810 -0.18546
H5 1.55192 -2.24534 -0.31104
H6 -1.80330 -1.58330 1.51813
H7 1.30586 -0.03746 -1.38213
H8 2.25723 2.36523 -0.94648
H9 0.50398 2.45108 -0.90450
H10 -0.48598 -1.85935 0.32631
H11 -3.47409 -0.14514 -1.05745

Cartesian forces (eV/Å) of the 2 atoms listed first:
0.4 0.0 -0.2
-0.7 0.2 -0.2

This record from the OMol25 dataset describes a single C6H11NO molecule. The level of theory is ωB97M-V with the def2-TZVPD basis set.

Computed properties:
**Orbital gap (spin up / spin down)**: 6.7 / 6.7 eV
**Energy above the lowest of the compared OMol25 structures with the same formula, charge and spin**: 4.309 eV
**Strongest force on any atom**: 0.44 eV Å⁻¹
**Electronic energy**: -365.07312 Eh
**Charge**: 0

Element x y z (Å)
O1 0.63731 0.57481 1.89964
N1 1.78877 -0.45903 0.05715
C1 0.92821 1.92198 -1.34357
C2 0.34006 1.55230 -0.21200
C3 -0.55216 -0.65772 0.28561
C4 0.62074 0.26507 0.62123
C5 -1.07061 -0.85166 -1.07873
C6 -1.27160 -1.21441 1.42665
H1 -2.02248 -0.31753 -1.20395
H2 2.55072 0.19901 -0.08424
H3 -0.57323 -1.28162 2.27317
H4 2.09212 -1.10477 0.77874
H5 -0.34357 2.20930 0.31305
H6 -1.81763 -2.12770 1.18722
H7 -0.37086 -0.51390 -1.83683
H8 -1.99822 -0.46538 1.77228
H9 0.75298 2.90619 -1.76339
H10 -1.30618 -1.91245 -1.21395
H11 1.61564 1.27751 -1.87808

Cartesian forces (eV/Å) of the 2 atoms listed first:
-0.1 -0.2 -0.4
-0.2 0.0 -0.1

This record from the OMol25 dataset describes a molecular structure, C6H11NO in a non-equilibrium geometry. The level of theory is ωB97M-V with the def2-TZVPD basis set.

Computed properties:
**Orbital gap**: 7.8 eV
**Energy above the lowest of the compared OMol25 structures with the same formula, charge and spin**: 6.044 eV
**Strongest force on any atom**: 7.66 eV Å⁻¹
**Electronic energy**: -365.00936 Eh
**Charge**: 0

Element x y z (Å)
O1 0.53346 1.72033 3.01933
N1 -2.47964 -0.72085 -0.97245
C1 -1.29372 -1.08053 -0.78417
C2 0.06784 0.05910 0.95582
C3 1.22824 1.44413 1.84837
C4 0.25599 0.24709 -0.26210
C5 1.00312 0.84035 -1.37212
C6 -0.84047 -2.47561 -1.09176
H1 -0.24520 2.24986 2.81153
H2 -0.46643 -2.95642 -0.18596
H3 -0.00418 -2.42743 -1.79287
H4 1.41567 2.32921 1.23588
H5 -2.67269 0.25044 -0.71544
H6 1.00038 0.15537 -2.22180
H7 -1.65365 -3.06568 -1.52387
H8 0.55777 1.78279 -1.69546
H9 -0.58267 -0.28706 1.73202
H10 2.14035 0.90540 2.08900
H11 2.03583 1.02949 -1.07396

Cartesian forces (eV/Å) of the 2 atoms listed first:
0.0 0.5 0.6
0.0 0.1 0.7

This record from the OMol25 dataset describes 2 unconnected molecules or ions with the total composition C6H11NO in a non-equilibrium geometry. The level of theory is ωB97M-V with the def2-TZVPD basis set.

Computed properties:
**Orbital gap**: 8.6 eV
**Energy above the lowest of the compared OMol25 structures with the same formula, charge and spin**: 4.828 eV
**Structure (SMILES)**: CC1=C(C)N1.CC=O
**Strongest force on any atom**: 3.15 eV Å⁻¹
**Electronic energy**: -365.05402 Eh
**Charge**: 0

Element x y z (Å)
O1 -1.42899 -1.13865 -2.48440
N1 1.05923 -0.52743 0.74443
C1 -1.69498 -0.92362 -1.33209
C2 1.40521 0.72788 -1.60473
C3 0.54906 1.71922 2.24738
C4 -1.97634 -1.95902 -0.21323
C5 0.81628 0.88239 1.07052
C6 1.13275 0.73070 -0.17955
H1 -2.36867 -2.74232 -0.81324
H2 0.65146 1.35051 -2.05106
H3 0.81532 2.81354 2.23586
H4 -2.56682 -1.73528 0.64211
H5 -1.52865 0.07637 -0.91322
H6 1.05102 1.16958 3.01567
H7 2.01315 -0.81209 1.04470
H8 2.27299 1.34234 -1.80689
H9 -1.05231 -2.44944 0.11300
H10 -0.54354 1.71140 2.37643
H11 1.39383 -0.23607 -2.09167

Cartesian forces (eV/Å) of the 2 atoms listed first:
-0.6 -0.5 0.2
0.1 -0.5 0.4

This record from the OMol25 dataset describes a molecular structure, C6H11NO in a non-equilibrium geometry. The level of theory is ωB97M-V with the def2-TZVPD basis set.

Computed properties:
**Orbital gap**: 9.3 eV
**Energy above the lowest of the compared OMol25 structures with the same formula, charge and spin**: 7.788 eV
**Strongest force on any atom**: 8.54 eV Å⁻¹
**Electronic energy**: -364.94528 Eh
**Charge**: 0

Element x y z (Å)
O1 1.54558 0.62054 0.17515
N1 -0.76983 -0.94722 0.16176
C1 0.82870 0.34827 1.45101
C2 0.50563 -1.07210 1.01739
C3 1.80649 -0.92742 0.09821
C4 -0.83776 -0.51061 -1.17727
C5 -0.60384 0.83887 -1.07996
C6 -1.77204 1.53651 -0.93735
H1 -1.35482 -0.11095 0.78174
H2 2.78475 -1.09056 1.03243
H3 0.42400 1.34500 -1.27714
H4 -1.87710 -0.78034 -1.51208
H5 -2.72805 1.01113 -0.72593
H6 2.13415 -1.51166 -0.79883
H7 1.48018 0.65866 2.39386
H8 0.55951 -1.99598 1.77444
H9 -1.96805 2.65787 -0.83274
H10 0.07163 -1.00891 -1.80543
H11 -0.22914 0.93890 1.26075

Cartesian forces (eV/Å) of the 2 atoms listed first:
1.6 -3.3 1.1
-1.1 -0.3 6.7

This record from the OMol25 dataset describes a single C6H11NO molecule in a non-equilibrium geometry. The level of theory is ωB97M-V with the def2-TZVPD basis set.

Computed properties:
**Orbital gap**: 10.3 eV
**Energy above the lowest of the compared OMol25 structures with the same formula, charge and spin**: 1.474 eV
**Structure (SMILES)**: C=CCCC(=O)NC
**Strongest force on any atom**: 2.53 eV Å⁻¹
**Electronic energy**: -365.17731 Eh
**Charge**: 0

Element x y z (Å)
O1 0.16191 -0.37566 2.20695
N1 1.88135 -0.39372 0.82458
C1 -0.87675 0.07174 -0.83191
C2 2.95599 0.37898 0.21945
C3 0.66316 0.10339 1.20127
C4 -0.18371 0.94417 0.25186
C5 -3.19572 -0.98395 -0.96150
C6 -2.16080 -0.57663 -0.26396
H1 -3.22288 -1.01258 -2.06120
H2 -0.14114 -0.61362 -1.26628
H3 0.46080 1.67215 -0.29059
H4 2.46411 1.29404 -0.20271
H5 -0.91669 1.49841 0.88571
H6 -1.04634 0.76336 -1.66434
H7 3.74498 0.61976 0.95411
H8 -2.08952 -0.75106 0.78638
H9 2.28654 -1.13133 1.48802
H10 -4.13232 -1.38114 -0.55800
H11 3.34703 -0.12630 -0.71787

Cartesian forces (eV/Å) of the 2 atoms listed first:
-0.4 0.4 0.1
2.1 -1.2 0.8

This record from the OMol25 dataset describes a molecular structure, C6H11NO in a non-equilibrium geometry. The level of theory is ωB97M-V with the def2-TZVPD basis set.

Computed properties:
**Orbital gap**: 8.9 eV
**Energy above the lowest of the compared OMol25 structures with the same formula, charge and spin**: 5.514 eV
**Strongest force on any atom**: 3.13 eV Å⁻¹
**Electronic energy**: -365.02882 Eh
**Charge**: 0

Element x y z (Å)
O1 -2.48031 -1.59122 -0.01303
N1 -1.77069 -0.61276 0.27046
C1 -0.44567 2.25049 -0.00389
C2 -0.16687 1.06403 -0.85711
C3 1.05497 -1.74467 -0.55735
C4 -0.92728 -0.17008 -0.80508
C5 0.27894 -0.61964 0.05846
C6 0.64567 -0.21996 1.45389
H1 0.45624 2.57239 0.52883
H2 -0.10798 0.41755 1.90526
H3 0.40761 -2.62475 -0.62735
H4 0.37667 1.23095 -1.78052
H5 -1.20431 2.04365 0.74954
H6 0.72409 -1.12232 2.06284
H7 -1.03116 -0.73671 -1.73235
H8 1.61368 0.28993 1.49667
H9 1.93235 -2.01047 0.03250
H10 1.42101 -1.50275 -1.55768
H11 -0.77698 3.08633 -0.62407

Cartesian forces (eV/Å) of the 2 atoms listed first:
1.1 1.0 0.2
-2.1 -0.1 -0.6

This record from the OMol25 dataset describes a single C6H11NO2 molecule. The level of theory is ωB97M-V with the def2-TZVPD basis set.

Computed properties:
**Orbital gap**: 9.5 eV
**Energy above the lowest of the compared OMol25 structures with the same formula, charge and spin**: 1.568 eV
**Structure (SMILES)**: C=C(O)[C@@H](C)C(=O)CN
**Strongest force on any atom**: 0.43 eV Å⁻¹
**Electronic energy**: -440.42963 Eh
**Charge**: 0

Element x y z (Å)
O1 -0.54586 1.33227 -1.81258
O2 0.90666 0.28643 1.53651
N1 -1.99934 0.93114 0.97895
C1 1.35849 0.24495 0.24548
C2 0.43656 -0.51428 -0.68278
C3 -0.72506 0.42161 -1.04041
C4 -2.05076 0.25629 -0.31130
C5 0.04087 -1.86376 -0.08992
C6 2.48191 0.82722 -0.14625
H1 0.98225 -0.66842 -1.61864
H2 -0.42430 -1.74515 0.88451
H3 3.10609 1.37490 0.54080
H4 2.80615 0.78563 -1.16715
H5 -2.30026 -0.79134 -0.14431
H6 1.53409 0.77804 2.07934
H7 0.93386 -2.47337 0.03373
H8 -0.64102 -2.38762 -0.75526
H9 -2.83743 0.72417 -0.90876
H10 -1.82650 1.92189 0.84095
H11 -1.23642 0.55939 1.53709

Cartesian forces (eV/Å) of the 2 atoms listed first:
0.0 -0.1 -0.1
-0.1 -0.1 0.1

This record from the OMol25 dataset describes a single C6H11NO2 molecule. The level of theory is ωB97M-V with the def2-TZVPD basis set.

Computed properties:
**Orbital gap (spin up / spin down)**: 8.1 / 8.1 eV
**Energy above the lowest of the compared OMol25 structures with the same formula, charge and spin**: 4.324 eV
**Strongest force on any atom**: 0.29 eV Å⁻¹
**Electronic energy**: -440.32833 Eh
**Charge**: 0

Element x y z (Å)
O1 -1.47406 0.85082 1.56246
O2 -2.21796 -0.07065 -0.79940
N1 0.68849 -1.77163 -0.89284
C1 -0.10730 -1.01400 -0.13556
C2 -0.84459 0.19685 -0.63806
C3 1.15085 -0.05473 2.37205
C4 -0.58512 1.01475 0.66707
C5 0.98878 0.25287 1.08274
C6 -0.28066 0.81685 -1.89883
H1 -0.41641 0.16231 -2.76380
H2 -2.57930 0.11074 0.09557
H3 1.85433 0.47938 0.45961
H4 2.12387 -0.13701 2.84510
H5 0.77997 1.05858 -1.79005
H6 -0.57895 -1.49386 0.71135
H7 0.27094 -0.18369 2.99691
H8 -0.16873 2.02521 0.48368
H9 1.15537 -2.57524 -0.50282
H10 -0.82005 1.74233 -2.09819
H11 1.06054 -1.40988 -1.75699

Cartesian forces (eV/Å) of the 2 atoms listed first:
0.2 -0.1 -0.2
0.3 0.0 0.1

This record from the OMol25 dataset describes 2 unconnected molecules or ions with the total composition C6H11NO2 in a non-equilibrium geometry. The level of theory is ωB97M-V with the def2-TZVPD basis set.

Computed properties:
**Orbital gap**: 9.2 eV
**Energy above the lowest of the compared OMol25 structures with the same formula, charge and spin**: 4.337 eV
**Structure (SMILES)**: C/C=C/C(=O)NO.C=C
**Strongest force on any atom**: 3.11 eV Å⁻¹
**Electronic energy**: -440.32787 Eh
**Charge**: 0

Element x y z (Å)
O1 -0.21254 3.10749 2.14029
O2 1.58889 1.28301 2.39270
N1 -0.11610 2.07988 1.19330
C1 0.91697 -0.85175 -1.91914
C2 -1.64257 -2.13932 -0.44238
C3 0.93640 1.22337 1.35449
C4 -1.48282 -0.97666 0.19252
C5 1.10892 0.18702 0.33996
C6 0.47186 0.11035 -0.86528
H1 1.54917 -0.35103 -2.64920
H2 -1.29882 -3.06406 -0.00848
H3 -0.98119 -0.96460 1.16984
H4 -2.14225 -0.12819 0.05742
H5 0.49018 2.85589 2.78162
H6 1.80391 -0.58904 0.62733
H7 0.05034 -1.24190 -2.44819
H8 -0.48645 2.36756 0.30314
H9 -1.97608 -2.20032 -1.46695
H10 1.44763 -1.69455 -1.48648
H11 -0.02544 0.98685 -1.26653

Cartesian forces (eV/Å) of the 2 atoms listed first:
0.2 -0.2 -0.1
0.1 0.0 -0.2

What is the formula in the fifth record? C6H11NO

The lowest electronic energy belongs to which entry? number 8

Please write out number 10 again, unchanged.
This record from the OMol25 dataset describes 2 unconnected molecules or ions with the total composition C6H11NO2 in a non-equilibrium geometry. The level of theory is ωB97M-V with the def2-TZVPD basis set.

Computed properties:
**Orbital gap**: 9.2 eV
**Energy above the lowest of the compared OMol25 structures with the same formula, charge and spin**: 4.337 eV
**Structure (SMILES)**: C/C=C/C(=O)NO.C=C
**Strongest force on any atom**: 3.11 eV Å⁻¹
**Electronic energy**: -440.32787 Eh
**Charge**: 0

Element x y z (Å)
O1 -0.21254 3.10749 2.14029
O2 1.58889 1.28301 2.39270
N1 -0.11610 2.07988 1.19330
C1 0.91697 -0.85175 -1.91914
C2 -1.64257 -2.13932 -0.44238
C3 0.93640 1.22337 1.35449
C4 -1.48282 -0.97666 0.19252
C5 1.10892 0.18702 0.33996
C6 0.47186 0.11035 -0.86528
H1 1.54917 -0.35103 -2.64920
H2 -1.29882 -3.06406 -0.00848
H3 -0.98119 -0.96460 1.16984
H4 -2.14225 -0.12819 0.05742
H5 0.49018 2.85589 2.78162
H6 1.80391 -0.58904 0.62733
H7 0.05034 -1.24190 -2.44819
H8 -0.48645 2.36756 0.30314
H9 -1.97608 -2.20032 -1.46695
H10 1.44763 -1.69455 -1.48648
H11 -0.02544 0.98685 -1.26653

Cartesian forces (eV/Å) of the 2 atoms listed first:
0.2 -0.2 -0.1
0.1 0.0 -0.2